# 1
81
Properties=species:S:1:pos:R:3:lowdin_spin:R:1 method="wB97M-V/def2-TZVPD" fmax_ev_per_a=3.661 total_energy_ev=-240384.240 multiplicity=8 orbital_gap_ev="4.0 / 5.1" lumo_energy_ev="-0.0102 / -2.3772" s2=15.818
Gd -0.302 0.366 0.446 5.647
Br -1.035 5.528 0.008 0.004
C 0.034 4.660 1.293 0.012
C 0.660 5.437 2.291 -0.002
C 1.480 4.862 3.207 0.012
Br 2.327 5.958 4.499 0.002
C 1.698 3.463 3.193 0.002
C 2.536 2.770 4.097 0.035
C 2.680 1.419 4.008 0.002
C 1.963 0.723 3.023 0.038
N 1.175 1.328 2.174 0.033
C 1.043 2.694 2.209 0.014
C 0.217 3.289 1.182 0.004
O -0.261 2.556 0.222 0.022
H 0.492 6.507 2.313 0.000
H 3.064 3.329 4.855 0.002
H 3.326 0.876 4.686 -0.001
H 2.034 -0.355 2.930 0.003
O 0.781 -4.523 -2.835 0.000
C -0.525 -4.336 -2.907 0.000
O -1.238 -5.008 -3.612 0.001
C -1.119 -3.236 -2.086 0.004
C -2.452 -2.923 -2.155 0.015
N -2.658 -1.874 -1.350 0.014
N -1.544 -1.465 -0.753 0.021
C -0.591 -2.287 -1.179 0.030
C 0.787 -2.169 -0.548 0.013
O 1.738 -2.697 -1.125 0.014
O 0.810 -1.532 0.562 0.004
H 1.194 -3.932 -2.138 0.000
H -3.245 -3.401 -2.713 0.001
H -3.527 -1.439 -1.083 0.002
O 1.400 0.621 -1.090 0.022
P 1.983 1.082 -2.409 0.004
C 0.674 1.612 -3.510 0.004
C 0.928 2.457 -4.591 0.000
C -0.117 2.863 -5.410 0.002
C -1.413 2.434 -5.149 0.000
C -1.671 1.598 -4.071 0.004
C -0.628 1.187 -3.254 0.022
C 3.085 2.467 -2.218 0.001
C 4.217 2.638 -3.013 0.000
C 5.012 3.763 -2.838 0.000
C 4.680 4.709 -1.874 0.000
C 3.548 4.542 -1.084 0.000
C 2.746 3.422 -1.256 0.001
C 2.879 -0.227 -3.199 0.000
C 2.371 -0.862 -4.330 0.000
C 3.015 -1.982 -4.840 0.000
C 4.164 -2.456 -4.225 0.000
C 4.679 -1.819 -3.099 0.000
C 4.039 -0.707 -2.580 0.000
H 1.938 2.808 -4.785 0.000
H 0.078 3.524 -6.246 0.000
H -2.227 2.759 -5.786 0.000
H -2.682 1.269 -3.865 0.001
H -0.819 0.535 -2.421 0.025
H 4.484 1.892 -3.754 0.000
H 5.895 3.898 -3.450 0.000
H 5.308 5.582 -1.740 0.000
H 3.285 5.283 -0.336 0.000
H 1.849 3.287 -0.663 0.000
H 1.463 -0.498 -4.797 0.000
H 2.609 -2.491 -5.705 0.000
H 4.659 -3.336 -4.620 0.000
H 5.567 -2.206 -2.615 0.000
H 4.417 -0.231 -1.682 0.000
Cl -1.422 -1.018 2.740 0.033
C -3.017 -1.138 1.999 0.085
C -3.710 -2.325 2.137 -0.003
C -4.934 -2.472 1.498 0.101
C -5.426 -1.414 0.737 -0.003
C -4.702 -0.231 0.615 0.088
C -3.455 -0.049 1.244 0.054
C -2.635 1.139 1.056 0.549
H -3.287 -3.133 2.728 -0.001
H -5.492 -3.396 1.598 0.006
H -6.389 -1.505 0.246 -0.002
H -5.102 0.595 0.035 0.004
H -2.247 1.530 1.995 0.028
H -3.131 1.923 0.502 0.025


# 2
53
Properties=species:S:1:pos:R:3:nbo_charge:R:1 method="wB97M-V/def2-TZVPD" fmax_ev_per_a=5.734 total_energy_ev=-36045.095 orbital_gap_ev=10.0 lumo_energy_ev=0.7035
H -7.663 3.842 1.771 0.330
N -6.636 3.669 1.648 -0.645
C -6.423 2.661 0.706 0.308
C -7.763 2.033 -0.006 -0.712
C -4.867 2.253 0.384 -0.500
C -4.564 0.623 0.470 0.094
C -2.912 0.507 0.695 -0.087
O -2.200 0.435 -0.607 -0.529
C -1.021 1.315 -0.630 -0.169
C 0.391 0.598 -0.202 -0.454
C 1.594 1.688 0.147 -0.423
C 2.831 1.035 1.024 -0.635
P -0.796 1.873 -2.473 1.356
O -2.241 1.834 -3.127 -1.061
O -4.839 -0.093 -0.788 -0.544
C -5.929 -1.072 -0.648 -0.275
H -8.687 2.770 0.163 0.228
H -7.664 1.949 -1.191 0.235
H -8.023 0.935 0.358 0.233
H -4.555 2.607 -0.691 0.267
H -4.205 2.739 1.245 0.236
H -5.035 0.114 1.429 0.190
H -2.518 1.361 1.401 0.185
H -2.745 -0.559 1.203 0.186
H -1.129 2.299 0.000 0.210
H 0.844 -0.110 -1.039 0.219
H 0.230 -0.022 0.800 0.224
H 1.154 2.583 0.775 0.203
H 2.088 2.157 -0.820 0.206
H 3.658 0.594 0.320 0.228
H 2.438 0.172 1.711 0.209
H 3.380 1.843 1.705 0.220
H -0.315 3.240 -2.585 -0.048
H 0.172 1.031 -3.185 -0.054
H -5.943 -1.659 0.365 0.181
H -6.933 -0.520 -0.910 0.182
H -5.785 -1.897 -1.498 0.204
C 4.716 -2.788 -0.936 -0.255
O 5.214 -1.917 0.074 -0.556
C 5.572 -2.622 1.267 -0.089
C 7.091 -2.776 1.384 -0.090
O 7.600 -3.670 0.389 -0.552
C 8.238 -2.978 -0.679 -0.255
H 4.617 -2.216 -1.863 0.190
H 5.395 -3.627 -1.116 0.181
H 3.727 -3.162 -0.650 0.168
H 5.074 -3.599 1.309 0.179
H 5.213 -2.023 2.109 0.184
H 7.325 -3.218 2.357 0.185
H 7.589 -1.800 1.328 0.178
H 9.183 -2.549 -0.331 0.168
H 7.599 -2.191 -1.090 0.177
H 8.455 -3.698 -1.472 0.191


# 3
81
Properties=species:S:1:pos:R:3:mulliken_charge:R:1 method="wB97M-V/def2-TZVPD" fmax_ev_per_a=1.756 total_energy_ev=-97574.065 charge=-1 orbital_gap_ev=5.6 lumo_energy_ev=1.9452
Sr -0.602 0.515 0.358 0.878
C -2.733 2.571 3.877 -1.548
P -2.852 1.433 2.425 1.250
C -4.669 1.729 2.131 -1.598
C -2.983 -0.079 3.479 -1.080
C -3.400 -1.375 2.798 -1.242
P -2.148 -2.087 1.638 1.261
C -2.826 -1.490 0.048 -1.001
C -2.857 -3.787 1.541 -1.535
H -3.571 2.382 4.551 0.535
H -2.771 3.619 3.572 0.362
H -1.809 2.354 4.407 0.293
H -5.283 1.635 3.033 0.369
H -5.036 1.027 1.378 0.341
H -4.793 2.733 1.719 0.429
H -3.696 0.142 4.282 0.566
H -1.985 -0.185 3.916 0.323
H -4.356 -1.263 2.275 0.323
H -3.556 -2.134 3.572 0.463
H -3.910 -1.615 -0.031 0.443
H -2.358 -2.044 -0.767 0.192
H -2.626 -0.434 -0.123 0.136
H -3.926 -3.761 1.313 0.465
H -2.702 -4.313 2.484 0.415
H -2.344 -4.344 0.755 0.364
O -2.222 1.149 -1.639 -0.687
N -1.539 1.314 -2.744 0.414
C -1.599 2.548 -3.300 -0.337
C -0.934 2.884 -4.449 -0.809
C -0.165 1.894 -5.073 -0.207
C -0.097 0.653 -4.499 -0.840
C -0.770 0.310 -3.298 0.418
S -0.588 -1.204 -2.561 -0.278
H -2.220 3.226 -2.733 0.425
H -1.037 3.883 -4.851 0.431
H 0.372 2.100 -5.990 0.373
H 0.505 -0.132 -4.936 0.421
N 2.441 -7.098 -1.804 -0.626
C 2.430 -5.911 -1.049 1.146
C 3.611 -5.212 -0.814 -0.771
C 3.603 -4.056 -0.049 -0.202
C 2.417 -3.597 0.497 -0.577
C 1.240 -4.301 0.289 -0.280
C 1.243 -5.450 -0.482 -0.802
S 2.357 -2.115 1.478 1.156
O 1.373 -2.370 2.494 -0.738
O 3.706 -1.806 1.885 -0.750
N 1.726 -1.008 0.487 0.173
C 2.409 -0.549 -0.564 -0.620
N 3.593 -1.082 -0.975 -0.359
C 4.120 -0.613 -2.083 -0.434
C 3.535 0.382 -2.864 -1.399
C 2.341 0.877 -2.376 0.085
N 1.788 0.463 -1.246 0.696
H 3.190 -7.133 -2.479 0.227
H 1.558 -7.294 -2.249 0.230
H 4.540 -5.576 -1.240 0.271
H 4.508 -3.492 0.129 0.455
H 0.325 -3.935 0.741 0.404
H 0.322 -5.998 -0.648 0.276
H 5.064 -1.061 -2.388 0.387
H 3.966 0.718 -3.795 0.455
H 1.777 1.626 -2.955 0.523
N 1.828 4.179 -1.859 -0.135
C 2.316 3.566 -0.578 -0.220
P 0.915 4.073 0.534 0.710
O 0.974 5.583 0.403 -0.883
O -0.342 3.376 0.082 -0.740
C 1.338 3.409 2.146 -0.464
N 0.213 3.747 3.053 -0.183
H 2.461 4.087 -2.651 0.384
H 1.626 5.165 -1.594 0.410
H 0.922 3.751 -2.092 -0.025
H 3.245 4.043 -0.282 0.529
H 2.437 2.488 -0.724 -0.247
H 2.275 3.777 2.564 0.392
H 0.959 2.154 2.302 0.305
H -0.025 4.734 3.162 0.369
H 0.385 3.261 3.930 0.430
H -0.530 3.112 2.656 -0.090
O -0.094 1.232 2.446 -1.192


# 4
76
Properties=species:S:1:pos:R:3:lowdin_spin:R:1 method="wB97M-V/def2-TZVPD" fmax_ev_per_a=5.168 total_energy_ev=-116657.473 multiplicity=2 charge=-1 orbital_gap_ev="5.4 / 6.9" lumo_energy_ev="1.0153 / 1.0153" s2=0.760
O 2.056 2.211 -3.218 0.008
V 2.386 2.719 -1.781 0.975
O 1.949 4.276 -1.665 -0.010
C 0.513 0.006 1.023 0.000
C 1.326 0.917 0.095 0.003
O 1.130 2.162 0.289 0.007
O 2.153 0.587 -0.762 0.011
H 1.037 -0.949 1.067 0.000
H -0.409 -0.076 0.447 0.000
H 0.538 0.327 2.064 0.000
O -0.682 2.671 -2.473 0.004
S -1.715 3.604 -2.910 0.001
O -2.147 3.760 -4.292 0.000
O -3.039 3.524 -1.843 0.000
C -3.862 2.382 -1.692 0.000
C -3.145 1.597 -0.598 0.000
C -1.199 5.278 -2.381 0.000
H -3.976 1.873 -2.649 0.000
H -4.848 2.663 -1.322 0.000
H -2.081 1.467 -0.792 0.000
H -3.603 0.609 -0.560 0.000
H -3.197 2.121 0.356 0.000
H -1.141 5.336 -1.294 0.000
H -1.950 6.030 -2.621 0.000
H -0.231 5.428 -2.859 0.000
O -4.377 -0.674 -3.107 0.000
S -3.225 -1.469 -3.638 0.000
O -3.301 -2.957 -3.689 0.000
O -2.685 -0.898 -5.165 0.000
C -2.729 0.502 -5.235 0.000
C -1.464 0.886 -6.067 0.000
C -1.638 -1.089 -2.584 0.000
H -2.594 0.908 -4.232 0.000
H -3.721 0.605 -5.675 0.000
H -1.651 0.744 -7.131 0.000
H -0.628 0.309 -5.672 0.000
H -1.243 1.933 -5.856 0.000
H -1.813 -0.939 -1.519 0.000
H -1.020 -0.343 -3.083 0.000
H -1.059 -2.001 -2.727 0.000
O 4.216 -2.559 0.956 0.000
S 4.044 -2.104 2.347 0.000
O 4.089 -0.619 2.658 0.000
O 2.572 -2.782 2.889 0.000
C 2.179 -4.025 2.331 0.000
C 1.626 -4.810 3.455 0.000
C 5.015 -3.086 3.588 0.000
H 3.088 -4.465 1.921 0.000
H 1.444 -3.866 1.542 0.000
H 2.408 -5.194 4.110 0.000
H 1.021 -5.581 2.978 0.000
H 1.031 -4.086 4.011 0.000
H 6.076 -3.014 3.347 0.000
H 4.708 -4.114 3.780 0.000
H 4.639 -2.492 4.420 0.000
C 0.116 -0.532 5.044 0.000
N -0.276 -1.450 6.086 0.000
O -0.874 -1.015 7.092 0.000
O 0.023 -2.696 5.878 0.000
H -0.612 0.201 4.694 0.000
H 0.641 -0.976 4.198 0.000
H 0.913 0.049 5.508 0.000
C 1.785 -2.814 -1.955 0.000
N 0.892 -4.067 -2.061 0.000
O -0.179 -3.978 -1.422 0.000
O 1.240 -5.019 -2.736 0.000
H 1.348 -2.182 -1.182 0.000
H 1.953 -2.242 -2.867 0.000
H 2.770 -2.931 -1.504 0.000
C -0.331 3.376 3.364 0.000
N 0.227 4.310 4.363 0.000
O 0.902 3.806 5.257 0.000
O -0.107 5.448 4.249 0.000
H -1.288 3.753 3.003 0.000
H -0.424 2.401 3.843 0.000
H 0.409 3.313 2.567 0.000


# 5
64
Properties=species:S:1:pos:R:3:lowdin_spin:R:1 method="wB97M-V/def2-TZVPD" fmax_ev_per_a=1.004 total_energy_ev=-367438.021 multiplicity=2 charge=-2 orbital_gap_ev="5.4 / 5.4" lumo_energy_ev="4.4142 / 4.4107" s2=0.758
Tc -1.002 0.412 1.534 0.739
Se -1.417 -0.833 4.007 0.019
Se -3.591 -1.638 4.224 -0.001
Se -4.616 -1.257 2.081 -0.001
Se -3.669 0.697 1.332 -0.004
C 2.883 1.386 1.544 0.000
C 4.437 1.348 1.614 0.000
N 4.953 0.113 0.998 0.000
C 4.327 -1.040 1.659 0.000
C 2.778 -0.957 1.558 0.000
N 2.395 0.230 0.805 -0.001
C 2.999 0.206 -0.521 0.000
C 4.547 0.122 -0.412 0.000
H 2.503 2.297 1.074 0.000
H 2.444 1.343 2.539 0.000
H 4.787 1.380 2.651 0.000
H 4.888 2.194 1.087 0.000
H 4.650 -1.046 2.704 0.000
H 4.717 -1.947 1.187 0.000
H 2.326 -0.879 2.549 0.000
H 2.360 -1.845 1.086 0.000
H 2.675 1.104 -1.054 0.000
H 2.605 -0.649 -1.068 0.000
H 5.030 0.972 -0.901 0.000
H 4.934 -0.789 -0.878 0.000
N -4.712 -3.283 -0.771 0.000
C -3.671 -4.142 -0.638 0.000
O -3.661 -5.264 -1.129 0.000
C -2.523 -3.619 0.160 0.000
C -1.688 -4.527 0.785 0.000
C -0.620 -4.047 1.518 0.000
C -0.423 -2.679 1.603 0.001
N -1.252 -1.800 1.039 0.002
C -2.273 -2.258 0.322 0.001
H -5.546 -3.652 -1.194 0.000
H -4.810 -2.556 -0.067 0.000
H -1.882 -5.586 0.676 0.000
H 0.079 -4.716 2.001 0.000
H 0.461 -2.322 2.095 0.000
H -2.876 -1.496 -0.157 0.000
O 0.261 0.890 2.551 0.209
Br -1.381 3.208 1.717 0.046
C -2.404 4.847 -1.545 0.000
N -1.570 3.710 -1.849 0.000
C -0.184 3.927 -1.486 0.000
C -2.223 2.449 -1.488 0.000
C -1.310 1.257 -1.708 0.001
C -1.007 1.037 -3.058 -0.001
C -0.207 -0.008 -3.478 0.002
C 0.313 -0.857 -2.511 -0.001
C 0.019 -0.629 -1.175 -0.001
C -0.802 0.411 -0.698 -0.011
H -1.972 5.752 -1.986 0.000
H -2.521 5.007 -0.462 0.001
H -3.399 4.701 -1.978 0.000
H 0.250 4.664 -2.176 0.000
H 0.372 2.996 -1.587 0.000
H -0.051 4.286 -0.459 0.001
H -3.065 2.343 -2.190 0.000
H -2.670 2.457 -0.503 0.000
H -1.422 1.726 -3.788 0.000
H 0.000 -0.158 -4.532 0.000
H 0.949 -1.692 -2.790 0.000
H 0.476 -1.302 -0.462 0.000